[1]
Computed, not measured: C29H26GeO2ReS5Sb as an isolated structure at a distorted geometry, with ωB97M-V/def2-TZVPD.

Each line ends with the Löwdin charge.
Cartesian coordinates (Å):
1 Re -0.03872 -0.31395 -0.67192  0.94
2 S 3.49464 2.76947 2.03387  0.63
3 Sb 2.59590 1.96671 -0.01902  0.40
4 S 2.36306 -0.58391 -0.02584  0.55
5 S 0.17688 1.76315 0.26375  0.23
6 S 3.28171 2.72132 -1.96151  0.06
7 C 2.73347 0.90407 -6.39064  -0.02
8 C 1.52390 0.92311 -5.49182  -0.23
9 C 1.08920 2.10492 -4.89937  -0.01
10 C 0.02630 2.13936 -4.01039  -0.21
11 C -0.43271 3.44502 -3.41611  -0.02
12 C -0.62960 0.93306 -3.73473  -0.11
13 C -0.25069 -0.27604 -4.34969  -0.20
14 C -1.02970 -1.56814 -4.17968  -0.02
15 C 0.82301 -0.24758 -5.22788  0.01
16 C -1.78159 0.96351 -2.79370  -0.44
17 O -2.77154 1.59335 -2.83540  0.23
18 O -1.51855 0.15500 -1.63028  -0.28
19 H 3.07368 1.90994 -6.62869  0.08
20 H 2.52266 0.37788 -7.32246  0.09
21 H 3.55426 0.37404 -5.90357  0.09
22 H 1.59571 3.03449 -5.14156  0.13
23 H 0.29235 4.23147 -3.61323  0.09
24 H -0.58169 3.37854 -2.33565  0.06
25 H -1.38664 3.74520 -3.84954  0.10
26 H -2.06720 -1.39799 -3.89106  0.09
27 H -0.57501 -2.23147 -3.44080  0.06
28 H -1.03946 -2.11460 -5.12155  0.10
29 H 1.10725 -1.16323 -5.73855  0.13
30 S -0.19868 -3.74768 -0.22764  0.99
31 C -0.07154 -2.25589 -0.36569  -0.87
32 C -1.57576 -4.95139 3.61670  -0.04
33 C -2.48597 -4.23431 2.84404  -0.05
34 C -2.15481 -2.96900 2.38473  -0.13
35 C -0.90131 -2.42788 2.69237  -0.38
36 C 0.01175 -3.14956 3.46351  -0.11
37 C -0.33336 -4.41230 3.92939  -0.05
38 Ge -0.53807 -0.62182 2.23623  1.05
39 C 1.32055 -0.13624 2.51219  -0.41
40 C 2.34452 -0.99097 1.83026  -0.57
41 C 3.74403 -0.81611 2.31853  -0.11
42 C 4.09685 0.27717 2.97563  -0.10
43 C 3.12336 1.38620 3.22680  -0.59
44 C 1.68291 0.97566 3.14150  -0.16
45 C -1.89135 0.67426 2.63056  -0.35
46 C -2.03004 0.99295 3.98420  -0.10
47 C -2.99831 1.90886 4.37373  -0.05
48 C -3.82571 2.49139 3.42318  -0.04
49 C -3.70048 2.15798 2.07983  -0.05
50 C -2.73616 1.24553 1.67825  -0.15
51 H -1.84407 -5.93255 3.98996  0.12
52 H -3.45653 -4.65801 2.61428  0.12
53 H -2.87048 -2.40200 1.79803  0.11
54 H 0.97697 -2.72709 3.72471  0.10
55 H 0.36296 -4.97085 4.54288  0.12
56 H 2.05777 -2.04244 1.80875  0.09
57 H 4.45498 -1.61061 2.12129  0.13
58 H 5.11190 0.40870 3.33672  0.13
59 H 3.32584 1.89080 4.17350  0.12
60 H 0.94785 1.62925 3.60403  0.13
61 H -1.39830 0.52885 4.73529  0.11
62 H -3.10624 2.16210 5.42106  0.12
63 H -4.57918 3.20464 3.73297  0.12
64 H -4.35575 2.60681 1.34379  0.12
65 H -2.66105 0.97887 0.63146  0.07

Atoms 1-6, force components in eV/Å:
-0.85 1.10 0.51
-0.09 -0.01 -0.17
-0.10 -0.20 -0.14
0.19 0.24 -0.68
0.19 -0.05 0.04
-0.01 -0.08 0.31

Electronic energy: -153932.559 eV
Kohn-Sham gap (alpha / beta): 5.10 / 4.96 eV
Energy relative to the best compared isomer or geometry (same formula, charge and spin): 119.2 kJ/mol
Total charge: +2
Maximum force: 1.5 eV/Å

---

[2]
Computed, not measured: a 8-piece molecular cluster, C71H69BrF5IN2O16S2 overall at a distorted geometry, with ωB97M-V/def2-TZVPD.

Each line ends with the Löwdin charge.
Cartesian coordinates (Å):
1 C 4.98695 -6.05668 0.87564  -0.13
2 C 5.98186 -6.91948 0.07631  -0.23
3 C 5.47708 -7.36582 -1.31178  -0.19
4 C 6.12279 -6.71307 -2.52842  -0.19
5 N 5.86135 -5.28154 -2.76428  -0.21
6 C 4.46461 -4.86856 -2.59798  -0.20
7 C 4.10453 -3.72209 -3.56647  -0.16
8 C 3.61852 -2.45027 -2.86453  -0.23
9 C 2.17853 -2.58008 -2.33186  -0.20
10 C 1.86011 -2.07917 -0.91992  -0.61
11 Br 2.35245 -3.51003 0.34754  0.98
12 C 2.59895 -0.81369 -0.34940  -0.86
13 O 3.85853 -1.09947 0.18356  -0.14
14 I 2.95044 0.77402 -1.78274  1.08
15 N 1.74000 -0.45741 0.75206  0.11
16 C 0.47974 -1.09239 0.68794  -0.45
17 O -0.32022 -1.02915 1.57417  0.14
18 C 0.34972 -1.73438 -0.68105  -0.33
19 C -0.24515 -0.66122 -1.65701  -0.12
20 C -0.50953 0.77517 -1.18199  -0.20
21 C -1.77291 0.91047 -0.30823  -0.06
22 C -1.68168 2.00844 0.73587  -0.43
23 F -2.63858 1.81091 1.68430  0.12
24 F -0.48313 2.00542 1.37594  0.11
25 C -1.91325 3.44830 0.17741  -0.51
26 F -1.20615 4.35622 0.86439  0.17
27 F -3.21296 3.78624 0.24695  0.15
28 F -1.53909 3.52728 -1.11687  0.15
29 C -0.51427 -3.00756 -0.86012  -0.15
30 C -1.83692 -3.08780 -0.07955  -0.12
31 C -1.73915 -3.74464 1.28083  -0.23
32 C -2.27612 -3.13508 2.41017  -0.05
33 C -2.18769 -3.73465 3.65841  -0.08
34 C -1.55633 -4.96355 3.79726  -0.10
35 C -1.03540 -5.59439 2.67816  -0.08
36 C -1.12865 -4.98889 1.43194  -0.05
37 C 6.80655 -4.38523 -2.24558  -1.07
38 S 6.64210 -3.42381 -0.93286  0.75
39 S 8.24479 -4.41057 -3.24652  0.95
40 C 9.24957 -3.06482 -2.60074  -0.52
41 C 10.45799 -2.85701 -3.53131  -0.33
42 C 10.24312 -1.71514 -4.51985  -0.12
43 H 5.42765 -5.12230 1.22014  0.04
44 H 4.63354 -6.59614 1.75713  0.07
45 H 4.10232 -5.81613 0.28549  0.01
46 H 6.14476 -7.82977 0.65885  0.10
47 H 6.95624 -6.43408 -0.00450  0.09
48 H 4.38889 -7.30041 -1.33490  0.07
49 H 5.71485 -8.43134 -1.41575  0.11
50 H 7.20061 -6.87939 -2.48803  0.10
51 H 5.76502 -7.23974 -3.42119  0.12
52 H 3.85280 -5.74496 -2.82043  0.12
53 H 4.23686 -4.58148 -1.56792  0.05
54 H 3.33591 -4.05223 -4.26972  0.11
55 H 4.99999 -3.47564 -4.14178  0.11
56 H 4.33215 -2.18644 -2.08416  0.06
57 H 3.64441 -1.64104 -3.59643  0.06
58 H 1.91520 -3.64109 -2.34078  0.10
59 H 1.48821 -2.10792 -3.03426  0.11
60 H 4.55939 -0.73255 -0.36295  0.03
61 H 1.64651 0.52549 0.97573  0.13
62 H 0.39426 -0.59895 -2.53694  0.08
63 H -1.20476 -1.04122 -2.01422  0.12
64 H 0.34506 1.23172 -0.69184  0.04
65 H -0.66802 1.36339 -2.08826  0.11
66 H -1.94740 0.00010 0.26469  0.10
67 H -2.63897 1.12737 -0.93495  0.14
68 H 0.05481 -3.90665 -0.64764  0.05
69 H -0.75646 -3.04613 -1.92622  0.12
70 H -2.51288 -3.70996 -0.67685  0.12
71 H -2.32070 -2.11371 0.00953  0.10
72 H -2.74382 -2.16408 2.29976  0.11
73 H -2.59994 -3.22025 4.51718  0.10
74 H -1.47453 -5.41506 4.77796  0.10
75 H -0.54690 -6.55736 2.75606  0.10
76 H -0.71991 -5.49677 0.56472  0.11
77 H 8.64558 -2.16155 -2.52975  0.06
78 H 9.57561 -3.33126 -1.59550  0.07
79 H 10.71013 -3.78149 -4.05552  0.09
80 H 11.31934 -2.61981 -2.90218  0.10
81 H 10.08146 -0.77946 -3.98233  0.07
82 H 11.12137 -1.57700 -5.15432  0.07
83 H 9.39474 -1.90744 -5.18034  0.07
84 C 3.17762 2.04362 -5.94037  0.01
85 C 3.54311 3.23987 -6.39220  0.02
86 C 4.81742 3.42522 -7.13417  -0.39
87 O 5.15262 4.51382 -7.54437  0.11
88 C 5.66485 2.22435 -7.35153  0.02
89 C 5.29812 1.02865 -6.89913  0.02
90 C 4.02500 0.84399 -6.15886  -0.38
91 O 3.68881 -0.24558 -5.74675  0.09
92 H 2.25475 1.88251 -5.39677  0.12
93 H 2.94284 4.12879 -6.24595  0.12
94 H 6.58742 2.38546 -7.89442  0.12
95 H 5.89829 0.13930 -7.04404  0.12
96 C -6.26984 8.24787 -1.60188  0.03
97 C -6.57605 8.32841 -0.31075  0.02
98 C -5.82781 7.55104 0.70523  -0.37
99 O -6.11256 7.63247 1.88469  0.09
100 C -4.72440 6.68081 0.23542  0.00
101 C -4.41687 6.60184 -1.05582  0.02
102 C -5.16225 7.37760 -2.07579  -0.38
103 O -4.88285 7.30579 -3.25406  0.10
104 H -6.80605 8.80368 -2.36070  0.12
105 H -7.38117 8.95072 0.05062  0.08
106 H -4.19759 6.12157 0.99392  0.11
107 H -3.61334 5.97759 -1.42467  0.11
108 C -0.36667 8.83130 4.15619  0.02
109 C -0.79510 8.53444 2.93292  0.03
110 C -2.24079 8.34368 2.65364  -0.36
111 O -2.63360 8.07054 1.53852  0.10
112 C -3.19270 8.49002 3.78194  0.04
113 C -2.76332 8.78727 5.00594  0.03
114 C -1.31966 8.98470 5.28443  -0.37
115 O -0.93461 9.25875 6.40107  0.09
116 H 0.68024 8.97658 4.39036  0.12
117 H -0.12540 8.41784 2.09037  0.12
118 H -4.23882 8.33366 3.54516  0.11
119 H -3.42754 8.89165 5.85496  0.12
120 C 0.65766 -9.57445 -0.50293  0.02
121 C 0.26648 -10.82491 -0.72938  0.02
122 C 0.83280 -11.62303 -1.84354  -0.38
123 O 0.47174 -12.76083 -2.05342  0.11
124 C 1.86097 -10.97435 -2.69921  0.02
125 C 2.25438 -9.72411 -2.47470  0.02
126 C 1.68217 -8.92822 -1.35885  -0.37
127 O 2.04070 -7.78788 -1.15409  0.09
128 H 0.25288 -8.97327 0.29926  0.11
129 H -0.48029 -11.31775 -0.12028  0.12
130 H 2.26028 -11.57749 -3.50471  0.12
131 H 3.00055 -9.22782 -3.08298  0.12
132 C -0.91615 9.56099 10.68180  0.02
133 C -1.55404 9.25986 9.55319  0.03
134 C -2.79837 8.44813 9.57189  -0.37
135 O -3.39262 8.17341 8.55047  0.10
136 C -3.29832 7.98424 10.89181  0.02
137 C -2.65684 8.28536 12.01691  0.02
138 C -1.41423 9.09986 12.00099  -0.39
139 O -0.83388 9.37541 13.02872  0.10
140 H -0.00864 10.15112 10.69683  0.12
141 H -1.21127 9.58528 8.58003  0.09
142 H -4.20628 7.39468 10.87732  0.12
143 H -3.00065 7.95997 12.99053  0.12
144 C -5.16236 -9.20292 -2.19142  0.02
145 C -4.02104 -8.70415 -1.72558  0.02
146 C -3.32013 -9.33008 -0.57749  -0.38
147 O -2.27791 -8.87450 -0.15581  0.09
148 C -3.93793 -10.53343 0.03225  0.02
149 C -5.07893 -11.03361 -0.43294  0.02
150 C -5.78225 -10.40812 -1.58280  -0.38
151 O -6.82035 -10.86341 -2.00753  0.11
152 H -5.69357 -8.76493 -3.02669  0.12
153 H -3.54902 -7.82789 -2.15144  0.12
154 H -3.40822 -10.97084 0.86920  0.12
155 H -5.54982 -11.90966 -0.00583  0.12
156 C -10.24094 12.18053 -0.39617  0.02
157 C -10.59067 13.13317 0.46320  0.02
158 C -10.34631 12.98366 1.92113  -0.39
159 O -10.66616 13.85062 2.70342  0.11
160 C -9.69522 11.73037 2.38202  0.03
161 C -9.34528 10.77731 1.52298  0.02
162 C -9.59065 10.92964 0.06620  -0.38
163 O -9.26940 10.06173 -0.71923  0.09
164 H -10.40830 12.26481 -1.46234  0.12
165 H -11.06540 14.05485 0.15195  0.12
166 H -9.52730 11.64484 3.44796  0.12
167 H -8.87051 9.85597 1.83884  0.12

Atoms 1-6, force components in eV/Å:
0.06 -0.04 0.07
-0.28 -0.21 0.14
0.29 -0.15 0.39
-0.13 -0.25 -0.57
0.03 0.29 0.88
-0.32 -0.12 -0.29

Electronic energy: -223880.377 eV
Kohn-Sham gap: 6.72 eV
Total charge: 0
SMILES string: CCCCN(CCCC[C@]1(Br)[C@@](CCCC(F)(F)C(F)(F)F)(CCc2ccccc2)C(=O)N[C@]1(O)I)C(=S)SCCC.O=C1C=CC(=O)C=C1.O=C1C=CC(=O)C=C1.O=C1C=CC(=O)C=C1.O=C1C=CC(=O)C=C1.O=C1C=CC(=O)C=C1.O=C1C=CC(=O)C=C1.O=C1C=CC(=O)C=C1
Maximum force: 1.4 eV/Å

---

[3]
Computed, not measured: C2H5NP2 as an isolated structure at a distorted geometry, with ωB97M-V/def2-TZVPD.

Each line ends with the Löwdin charge.
Cartesian coordinates (Å):
1 C 0.52947 2.39585 1.65848  -0.87
2 C -0.64050 -1.51897 -1.14522  -0.35
3 N 0.63399 3.19004 0.84527  0.06
4 P 0.01716 -0.42445 0.33294  0.65
5 P 0.44951 1.07582 2.74298  0.62
6 H -1.71406 -1.63516 -1.18196  0.02
7 H -0.22565 -1.03503 -2.01655  0.01
8 H -0.25968 -2.53148 -1.09144  0.01
9 H 1.50142 -0.37754 0.17236  -0.07
10 H -0.29165 0.86093 -0.31685  -0.08

Atoms 1-6, force components in eV/Å:
-0.05 -1.54 1.30
1.15 0.27 1.12
0.16 2.02 -1.79
0.29 0.88 -1.17
-0.27 -0.74 0.38
-0.27 0.57 0.18

Electronic energy: -22219.065 eV
Kohn-Sham gap (alpha / beta): 6.38 / 6.26 eV
Energy relative to the best compared isomer or geometry (same formula, charge and spin): 243.3 kJ/mol
Total charge: 0
Maximum force: 2.7 eV/Å

---

[4]
Computed, not measured: a 3-piece molecular cluster, C3H8N2O2 overall at a distorted geometry, with ωB97M-V/def2-TZVPD.

Each line ends with the Löwdin charge.
Cartesian coordinates (Å):
1 C -0.53154 -0.04527 2.07307  -0.16
2 C 0.10835 -1.24216 2.35171  -0.10
3 N 0.09606 -2.00842 1.06825  0.00
4 C -0.71724 -1.36237 0.21215  -0.19
5 N -1.09674 -0.15249 0.82249  -0.02
6 H -0.88049 0.79380 2.71688  0.11
7 H 0.22491 -1.77399 3.26976  0.08
8 H -0.96311 -1.66099 -0.84423  0.13
9 H -1.70177 0.67105 0.41244  0.19
10 H 3.45832 -1.21925 -0.62131  0.01
11 H 2.20501 -2.10491 -0.26465  0.05
12 O 2.60081 -1.47301 -0.96104  -0.11
13 H -0.93093 4.04811 -2.59862  0.03
14 H -0.65648 3.44309 -4.10228  0.08
15 O -1.21514 4.08679 -3.53460  -0.12

Atoms 1-6, force components in eV/Å:
-0.98 -0.92 0.97
-1.33 0.11 -4.34
-1.74 1.05 1.03
1.69 0.79 2.19
-1.23 1.79 -2.06
0.63 -0.90 -0.53

Electronic energy: -10314.581 eV
Kohn-Sham gap: 9.44 eV
Energy relative to the best compared isomer or geometry (same formula, charge and spin): 228.8 kJ/mol
Total charge: 0
SMILES string: c1c[nH]cn1.O.O
Maximum force: 4.5 eV/Å